Record 1
{"formula": "C9H16NO2S", "method": "the ωB97M-V functional and the def2-TZVPD basis", "gap_ev": 7.3297, "energy_ha": -955.54296, "lumo_energy_ha": -0.1165, "homo_ev": -10.501, "smiles": "C/C(=C/SO)OC1=CC[N@@H+](C)CC1", "total_charge": 1, "largest_force_ev_per_a": 4.217, "de_lowest_ev": 1.272, "symbols": ["C", "C", "C", "C", "C", "C", "C", "C", "C", "N", "O", "O", "S", "H", "H", "H", "H", "H", "H", "H", "H", "H", "H", "H", "H", "H", "H", "H", "H"], "positions_angstrom": [[-3.385, 1.762, -0.892], [-2.162, 1.197, -0.654], [0.066, -0.489, 1.768], [0.382, -0.686, -0.629], [1.534, -0.792, 1.956], [1.800, -1.154, -0.579], [-0.377, -0.321, 0.364], [-1.017, 2.011, -1.290], [3.533, -1.892, 0.889], [2.080, -1.644, 0.790], [-5.651, 2.488, -1.924], [-1.693, 0.135, 0.244], [-5.189, 1.675, -0.573], [-3.204, 2.292, -1.773], [-0.528, -1.346, 2.332], [-0.037, 0.373, 2.508], [-6.088, 1.934, -2.622], [0.071, -0.319, -1.663], [2.281, 0.109, 1.933], [1.796, -1.229, 2.998], [1.993, -2.111, -1.197], [2.541, -0.339, -0.948], [-0.045, 1.982, -0.919], [-1.301, 3.006, -1.403], [-0.796, 1.788, -2.356], [3.791, -2.996, 0.832], [4.042, -1.357, 0.053], [3.969, -1.483, 1.801], [1.591, -2.593, 0.956]]}


Record 2
{"formula": "C5H29N3O8", "method": "the ωB97M-V functional and the def2-TZVPD basis", "gap_ev": 9.1626, "energy_ha": -974.05532, "lumo_energy_ha": 0.0066, "homo_ev": -8.984, "smiles": "[H]/N=C/NCC[C@H](C)N.O.O.O.O.O.O.O.O", "total_charge": 0, "largest_force_ev_per_a": 1.974, "de_lowest_ev": 1.299, "symbols": ["C", "C", "C", "C", "N", "C", "N", "N", "H", "H", "H", "H", "H", "H", "H", "H", "H", "H", "H", "H", "H", "H", "H", "O", "H", "H", "O", "H", "H", "O", "H", "H", "O", "H", "H", "O", "H", "H", "O", "H", "H", "O", "H", "H", "O"], "positions_angstrom": [[-2.563, 1.632, -1.467], [-2.529, 0.150, -1.145], [-2.047, -0.720, -2.317], [-1.675, -2.156, -1.914], [1.635, -3.314, -1.017], [0.419, -3.370, -1.380], [-0.320, -2.236, -1.475], [-1.679, -0.144, 0.034], [-1.699, 2.193, -1.114], [-3.418, 2.120, -0.989], [-2.733, 1.836, -2.525], [-3.533, -0.131, -0.810], [-2.749, -0.716, -3.120], [-1.146, -0.257, -2.730], [-1.961, -2.828, -2.724], [-2.441, -2.509, -1.196], [2.143, -4.176, -1.158], [-0.169, -4.218, -1.736], [0.025, -1.396, -1.041], [-1.474, 0.646, 0.627], [-2.116, -0.895, 0.537], [0.447, 2.878, -0.728], [1.922, 2.644, -0.846], [1.201, 2.577, -0.209], [2.333, -1.605, -1.930], [3.802, -1.703, -2.098], [3.044, -1.281, -2.515], [1.401, -0.088, 1.268], [1.369, 0.308, 2.827], [1.892, -0.043, 2.090], [3.089, 1.580, 2.423], [4.022, 1.624, 1.161], [3.758, 2.090, 1.955], [-2.688, 1.728, 3.319], [-3.506, 1.878, 2.083], [-2.595, 1.725, 2.358], [-0.163, 2.038, 3.270], [1.169, 2.691, 3.443], [0.698, 1.884, 3.683], [-0.792, -1.255, 2.790], [-0.142, -0.811, 3.917], [-1.062, -0.780, 3.597], [2.924, 0.975, -1.373], [4.071, 0.293, -0.716], [3.835, 1.138, -1.110]]}


Record 3
{"formula": "C9H27AlF6O12P4", "method": "the ωB97M-V functional and the def2-TZVPD basis", "gap_ev": 3.0189, "energy_ha": -3468.66483, "lumo_energy_ha": -0.4930, "homo_ev": -16.435, "total_charge": 2, "largest_force_ev_per_a": 3.438, "symbols": ["Al", "P", "F", "F", "F", "F", "F", "F", "C", "O", "P", "O", "O", "C", "O", "C", "H", "H", "H", "H", "H", "H", "H", "H", "H", "C", "O", "P", "O", "O", "C", "O", "C", "H", "H", "H", "H", "H", "H", "H", "H", "H", "C", "O", "P", "O", "O", "C", "O", "C", "H", "H", "H", "H", "H", "H", "H", "H", "H"], "positions_angstrom": [[1.487, 0.476, 2.387], [2.550, 3.667, 1.045], [1.773, 5.079, 0.966], [1.908, 3.464, 2.554], [1.124, 2.838, 0.686], [3.366, 2.281, 1.222], [2.953, 3.720, -0.506], [3.841, 4.453, 1.510], [4.783, 1.743, -2.301], [4.212, 0.417, -2.217], [2.769, 0.067, -1.698], [2.465, 0.219, -0.270], [1.791, 1.053, -2.581], [1.385, 0.674, -3.899], [2.496, -1.367, -2.369], [3.462, -2.138, -3.091], [5.288, 2.120, -1.414], [4.016, 2.502, -2.479], [5.389, 1.643, -3.197], [0.522, 0.012, -3.973], [2.177, 0.119, -4.413], [1.315, 1.657, -4.363], [4.509, -2.005, -2.830], [3.333, -1.995, -4.165], [3.225, -3.187, -2.916], [-0.655, -3.820, 4.143], [-1.780, -2.972, 3.914], [-1.942, -2.194, 2.538], [-0.824, -1.230, 2.279], [-3.342, -1.425, 2.679], [-3.832, -1.035, 3.970], [-2.198, -3.240, 1.379], [-3.375, -4.060, 1.378], [-0.817, -4.891, 4.208], [-0.252, -3.450, 5.093], [0.183, -3.575, 3.481], [-3.860, 0.048, 4.123], [-3.221, -1.377, 4.802], [-4.854, -1.398, 4.065], [-3.039, -5.075, 1.171], [-4.063, -3.676, 0.628], [-3.919, -4.123, 2.323], [-3.638, 1.576, 1.014], [-3.105, 0.950, -0.177], [-1.617, 1.155, -0.586], [-0.571, 0.868, 0.422], [-1.542, 2.681, -1.031], [-0.517, 3.124, -1.951], [-1.524, 0.320, -1.931], [-1.433, -1.112, -1.805], [-4.459, 2.233, 0.735], [-2.895, 1.971, 1.703], [-4.147, 0.800, 1.586], [-0.652, 2.596, -2.892], [0.453, 3.066, -1.436], [-0.790, 4.170, -2.106], [-1.941, -1.562, -0.956], [-0.360, -1.312, -1.664], [-1.613, -1.545, -2.786]]}